#a
H12O6 | ωB97M-V/def2-TZVPD

- Charge: -1
- LUMO level (spin up / spin down): 3.0 / 3.0 eV
- Gap between HOMO and LUMO (spin up / spin down): 0.087 / 0.380 Eh
- Multiplicity: 2

```
18
H12O6 ωB97M-V/def2-TZVPD
O 26.2561 -15.7105 2.2198
H 25.4529 -16.1635 1.9631
H 26.8112 -15.7460 1.4408
O 24.8191 -18.5634 2.4235
H 24.3518 -17.8553 1.9803
H 25.3461 -18.9704 1.7358
O 21.1818 -17.4853 1.8586
H 20.3540 -17.4413 2.3372
H 21.5458 -18.3406 2.0870
O 23.6150 -16.3664 1.2272
H 22.7416 -16.6838 1.4565
H 23.4650 -15.7436 0.5160
O 21.5348 -15.6494 -2.3123
H 22.1539 -15.1859 -1.7483
H 21.3261 -16.4506 -1.8320
O 23.7499 -14.5831 -0.8783
H 24.5088 -14.7015 -1.4495
H 23.8953 -13.7352 -0.4587
```

#b
H12O6 | ωB97M-V/def2-TZVPD

- Charge: -1
- LUMO level (spin up / spin down): 3.6 / 3.5 eV
- Gap between HOMO and LUMO (spin up / spin down): 0.140 / 0.406 Eh
- Multiplicity: 2

```
18
H12O6 ωB97M-V/def2-TZVPD
O -3.0867 0.9121 -1.3032
H -2.3072 1.4039 -1.0452
H -2.7500 0.0659 -1.5979
O 0.8448 -0.4102 -1.5071
H 1.7366 -0.7470 -1.5938
H 0.6580 -0.0049 -2.3539
O -0.1931 -1.5350 3.2790
H 0.7527 -1.3912 3.3114
H -0.5310 -0.7960 2.7731
O 0.7522 -2.6247 0.0613
H 0.9359 -1.7319 0.3535
H 1.2592 -2.7225 -0.7447
O -0.1424 0.2511 0.8917
H -0.0911 1.2069 0.8855
H 0.1476 -0.0105 0.0179
O 0.5936 2.8287 -0.1116
H 1.2602 2.2032 -0.3958
H 0.1607 3.1021 -0.9203
```

Preferred: #b; penalty for the next structure: 0.122 eV.

#a
C4H13N2O2 | ωB97M-V/def2-TZVPD

- LUMO level (spin up / spin down): 0.7 / 0.5 eV
- Gap between HOMO and LUMO (spin up / spin down): 0.123 / 0.410 Eh
- Multiplicity: 2

```
21
C4H13N2O2 ωB97M-V/def2-TZVPD
C -0.6527 0.8844 0.0546
C 0.7578 1.0448 -0.2238
C 1.8173 0.1421 0.4561
C 1.3333 -0.6401 1.6247
N 1.9769 -0.4188 2.8201
O 0.3475 -1.3599 1.5534
N -1.3538 -0.4637 -0.1184
H -1.3356 1.5348 -0.4454
H -1.0581 1.3812 1.0554
H 1.0588 2.0647 0.0129
H 0.8695 0.8178 -1.3661
H 2.8031 0.7856 0.5784
H 2.0634 -0.7850 -0.3432
H 1.4460 -0.7992 3.6195
H 2.8623 0.1175 2.9912
H -0.7155 -1.2726 0.1447
H -2.1517 -0.5046 0.4967
H -1.6605 -0.5517 -1.0664
H -2.9327 -1.5160 -3.8105
H -2.7744 0.0823 -4.4237
O -2.7008 -0.5437 -3.6102
```

#b
C4H13N2O2 | ωB97M-V/def2-TZVPD

- LUMO level (spin up / spin down): 1.0 / 0.9 eV
- Gap between HOMO and LUMO (spin up / spin down): 0.203 / 0.353 Eh
- Multiplicity: 2

```
21
C4H13N2O2 ωB97M-V/def2-TZVPD
N -1.6025 0.7523 2.4713
C -0.3558 0.1210 2.0475
C 0.3341 1.0012 1.0659
N 1.2678 0.5731 0.1432
C 1.5162 -0.8450 -0.0850
C 2.0563 1.5105 -0.5869
O 0.2615 2.3573 1.2177
H -0.5749 2.5652 1.6499
H -1.6211 1.0069 3.4438
H -2.4815 0.3110 2.2394
H -0.5027 -0.8759 1.6982
H 0.3031 0.0213 2.9245
H 2.2321 -0.9415 -0.8916
H 2.0194 -1.3615 0.7485
H 0.5424 -1.2839 -0.3229
H 1.4486 2.3033 -1.0364
H 2.7977 2.0150 0.0494
H 2.6539 1.0979 -1.3992
H -3.6010 -4.1386 -4.7323
H -3.2381 -2.9870 -5.7758
O -3.4555 -3.2027 -4.8694
```

Preferred: #b; penalty for the next structure: 1.679 eV.

#a
C21H33NO4S | ωB97M-V/def2-TZVPD

- LUMO level: 0.4 eV
- SMILES: CCOC(=O)C1(CCOC)CCN(Cc2ccc([C@@H]3CCCCO3)s2)CC1
- Gap between HOMO and LUMO: 0.293 Eh

```
60
C21H33NO4S ωB97M-V/def2-TZVPD
C 0.3004 -2.0867 2.5471
C 0.5450 -0.9550 1.5864
O -0.5605 0.0230 1.1810
C -0.3106 1.1018 1.9834
O 0.6775 1.4228 2.7916
C -1.6379 1.9194 1.6767
C -2.3184 2.3094 3.1047
C -2.9553 1.0784 3.6815
O -4.2174 0.4897 2.9868
C -4.5956 -0.6926 3.4104
C -2.5301 1.4493 0.5547
C -1.8207 1.5233 -0.7284
N -1.0958 2.5367 -0.9816
C -0.4228 2.7520 -2.3759
C 0.5710 1.7396 -2.3597
C 2.0979 2.1232 -2.1400
C 2.8212 0.9920 -2.2718
C 2.4167 -0.2354 -2.3510
C 2.9573 -1.5509 -2.3259
C 2.7466 -2.1878 -3.7763
C 3.0678 -3.7862 -3.6066
C 2.4187 -4.2116 -2.6350
C 2.5425 -3.5617 -1.1992
O 1.9239 -2.4748 -1.4347
S 0.5742 0.0066 -2.5724
C -0.2369 3.0008 -0.0934
C -1.0389 3.4563 1.1738
H 1.1655 -2.8800 2.5032
H 0.0905 -1.7828 3.5371
H -0.5026 -2.4793 2.3857
H 0.7141 -1.4474 0.6290
H 1.4699 -0.4408 1.8576
H -2.9787 2.8839 3.1355
H -1.6355 2.5897 3.7279
H -3.0716 1.1467 4.7799
H -2.1833 0.1876 3.6505
H -4.1131 -1.5060 3.2919
H -5.6862 -0.7663 2.8716
H -5.1541 -0.5381 4.6040
H -2.8882 0.4184 0.7731
H -3.4239 2.3423 0.6484
H -2.4520 1.2839 -1.5715
H -1.0264 0.7387 -0.8137
H -1.1923 2.5223 -2.9841
H 0.0597 3.6693 -2.5345
H 2.4580 3.0238 -2.0118
H 3.9424 1.0700 -1.9896
H 4.0696 -1.4207 -2.0085
H 3.1791 -1.5797 -4.4863
H 1.4937 -2.3244 -3.9815
H 2.8640 -4.1946 -4.7434
H 4.1962 -3.6612 -3.4621
H 2.8234 -5.2850 -2.5050
H 1.3785 -4.4076 -2.8196
H 2.0340 -4.1640 -0.2858
H 3.5206 -3.5941 -1.0642
H 0.3491 4.1508 -0.3165
H 0.6427 2.6174 0.0928
H -0.2281 3.6145 2.1475
H -1.8345 4.0313 1.1160
```

#b
C21H33NO4S | ωB97M-V/def2-TZVPD

- LUMO level: 0.7 eV
- SMILES: CCOC(=O)C1(CCOC)CCN(Cc2ccc([C@@H]3CCCCO3)s2)CC1
- Gap between HOMO and LUMO: 0.330 Eh

```
60
C21H33NO4S ωB97M-V/def2-TZVPD
C -3.8864 -0.4165 2.4847
C -2.4384 -0.6987 2.1103
O -1.6250 0.4653 2.2601
C -1.6248 1.3412 1.2499
O -2.2581 1.1854 0.2380
C -0.7658 2.5595 1.5725
C -1.5123 3.3605 2.6563
C -2.8982 3.8556 2.2227
O -3.6340 4.4273 3.2815
C -4.2384 3.4986 4.1446
C -0.5304 3.3872 0.3056
C 0.3596 2.6434 -0.6890
N 1.6224 2.2895 -0.0687
C 2.6180 1.8019 -1.0103
C 2.2783 0.4961 -1.6620
C 1.4941 0.2700 -2.7497
C 1.3279 -1.1014 -3.0504
C 1.9768 -1.9178 -2.1813
C 2.0754 -3.4078 -2.2005
C 3.4165 -3.8532 -2.8107
C 3.4676 -5.3765 -2.8835
C 2.2421 -5.8797 -3.6427
C 0.9802 -5.3198 -2.9863
O 0.9858 -3.9119 -2.9455
S 2.8165 -1.0063 -0.9712
C 1.4022 1.3944 1.0496
C 0.5978 2.1194 2.1228
H -4.4631 -1.3353 2.4297
H -3.9443 -0.0203 3.4961
H -4.3132 0.3065 1.7938
H -2.3765 -1.0438 1.0730
H -1.9962 -1.4415 2.7775
H -0.9092 4.2229 2.9461
H -1.6211 2.7188 3.5332
H -3.4710 3.0347 1.7684
H -2.7967 4.6563 1.4866
H -3.5031 2.9134 4.7084
H -4.8878 2.8090 3.5901
H -4.8398 4.0774 4.8431
H -1.4814 3.6044 -0.1800
H -0.0495 4.3250 0.5859
H 0.5686 3.2967 -1.5399
H -0.1787 1.7567 -1.0598
H 2.7408 2.5685 -1.7814
H 3.5613 1.7039 -0.4650
H 1.0551 1.0601 -3.3330
H 0.7431 -1.4767 -3.8694
H 2.0199 -3.7952 -1.1655
H 4.2340 -3.4619 -2.2033
H 3.4934 -3.4303 -3.8146
H 4.3845 -5.7000 -3.3795
H 3.4657 -5.7899 -1.8713
H 2.2021 -6.9695 -3.6405
H 2.2864 -5.5343 -4.6772
H 0.0873 -5.5912 -3.5537
H 0.8880 -5.7214 -1.9637
H 2.3742 1.0977 1.4521
H 0.8640 0.4785 0.7468
H 0.4634 1.4680 2.9863
H 1.1505 3.0073 2.4337
```

Preferred: #b; penalty for the next structure: 19.638 eV.

#a
C6H5NO2 | ωB97M-V/def2-TZVPD

- LUMO level: -0.4 eV
- SMILES: O=[N+]([O-])c1ccccc1
- Gap between HOMO and LUMO: 0.355 Eh

```
14
C6H5NO2 ωB97M-V/def2-TZVPD
O 1.3127 -0.8832 -2.5891
N 0.3257 -0.2873 -2.2998
O -0.3509 0.2414 -3.1241
C 0.0866 -0.1332 -0.8610
C -0.8912 0.7485 -0.4251
C -1.0777 0.9036 0.9392
C -0.3415 0.0836 1.8574
C 0.6765 -0.6365 1.4043
C 0.9777 -0.7197 0.0702
H -1.5556 1.3156 -1.0602
H -1.8639 1.5552 1.2910
H -0.5487 0.0943 2.9173
H 1.3699 -1.0562 2.1181
H 1.8804 -1.2262 -0.2382
```

#b
C6H5NO2 | ωB97M-V/def2-TZVPD

- LUMO level: -0.3 eV
- Gap between HOMO and LUMO: 0.323 Eh

```
14
C6H5NO2 ωB97M-V/def2-TZVPD
C -1.7659 -0.0471 -0.0525
C 0.3388 0.8349 -0.0373
C 1.6981 1.1846 0.1685
C 2.4721 -0.0839 0.2543
C 0.3172 -0.6854 0.0563
C -0.8656 -1.1324 -0.3196
H -1.4142 2.0060 0.5305
H 2.1960 2.1985 -0.3897
H 3.1425 0.2206 -0.6264
H 3.1107 -0.3683 1.2209
H -1.4074 -2.0119 -0.1845
N -0.9931 1.1761 -0.4734
O -2.9833 -0.0638 0.4189
O 1.5028 -1.2739 -0.1258
```

Preferred: #a; penalty for the next structure: 2.485 eV.

#a
C2H4NO | ωB97M-V/def2-TZVPD

- Charge: +1
- LUMO level: -5.3 eV
- SMILES: C#[N+]CO
- Gap between HOMO and LUMO: 0.434 Eh

```
8
C2H4NO ωB97M-V/def2-TZVPD
C -0.1617 -0.0047 -1.6708
N 0.3038 0.1940 -0.6669
C 0.5131 -0.0247 0.6715
O -0.7427 -0.3767 1.0869
H -0.7725 -0.0877 -2.4801
H 1.0174 0.7496 1.1495
H 1.0786 -0.9798 0.6894
H -1.2361 0.5300 1.2206
```

#b
C2H4NO | ωB97M-V/def2-TZVPD

- Charge: +1
- LUMO level: -5.4 eV
- SMILES: C#[N+]CO
- Gap between HOMO and LUMO: 0.439 Eh

```
8
C2H4NO ωB97M-V/def2-TZVPD
C 2.0018 0.1818 -0.0047
N 0.8744 0.4599 0.0113
C -0.7149 -0.2413 -0.1669
O -1.8486 0.3881 -0.0651
H 2.9727 -0.1566 -0.2033
H -0.4128 -0.6393 -1.0548
H -0.6357 -0.7988 0.7928
H -2.2369 0.8062 0.6908
```

#c
C2H4NO | ωB97M-V/def2-TZVPD

- Charge: +1
- LUMO level (spin up / spin down): -7.4 / -7.4 eV
- SMILES: O=[N+]1CC1
- Gap between HOMO and LUMO (spin up / spin down): 0.325 / 0.325 Eh

```
8
C2H4NO ωB97M-V/def2-TZVPD
O 2.1236 -0.0249 -0.0364
N 0.9907 0.0366 0.0985
C -0.6348 -0.7117 0.0903
C -0.1593 0.7313 -0.0839
H -1.0874 -1.0264 1.0125
H -0.6871 -1.4874 -0.7415
H -0.2035 1.0968 -1.0977
H -0.3421 1.3857 0.7581
```

Preferred: #a; penalty for the next structure: 0.244 eV.

#a
C5H7NS2 | ωB97M-V/def2-TZVPD

- LUMO level: 0.5 eV
- SMILES: N#C[C@]1(CS)C[C@H]1S
- Gap between HOMO and LUMO: 0.366 Eh

```
15
C5H7NS2 ωB97M-V/def2-TZVPD
N -1.6085 2.4465 -0.6824
C -0.9909 1.4920 -0.4049
C -0.1921 0.2995 -0.0858
C -0.7609 -0.8960 -0.7578
S -2.3778 -1.4617 -0.0668
C 0.4747 0.2310 1.2632
C 1.2899 0.4621 0.0282
S 2.5208 -0.6856 -0.6091
H -0.1151 -1.7924 -0.6786
H -0.9857 -0.8168 -1.8435
H -2.9708 -0.2830 -0.3380
H 0.3272 1.0967 1.9336
H 0.5881 -0.7050 1.7917
H 1.6724 1.4942 -0.0807
H 3.1289 -0.8816 0.5309
```

#b
C5H7NS2 | ωB97M-V/def2-TZVPD

- LUMO level: 0.8 eV
- SMILES: C1S[C@@H]2S[C@H]1[C@H]1N[C@@H]21
- Gap between HOMO and LUMO: 0.332 Eh

```
15
C5H7NS2 ωB97M-V/def2-TZVPD
C 1.1172 0.7587 1.0749
S 1.7551 -0.6004 -0.0946
C 0.2002 -0.6201 -1.0526
S -0.4711 1.0597 -1.0168
C -0.2973 1.0214 0.7880
C -1.0313 -0.2333 1.0510
N -2.0461 -0.6368 0.1484
C -0.7177 -1.2423 0.0820
H 1.2713 0.4383 2.0921
H 1.6679 1.7121 0.9689
H 0.1552 -1.1279 -2.0202
H -0.7772 2.0197 1.2519
H -1.0088 -0.4641 2.1521
H -2.7104 -1.1842 0.4829
H -0.4467 -2.3932 0.1568
```

Preferred: #a; penalty for the next structure: 1.084 eV.